Density functional theory data (ωB97M-V/def2-TZVPD) for a molecular structure, C19H17CrN5O4 in a non-equilibrium geometry.

```
! RIJCOSX wB97M-V def2-TZVPD def2/J DEFGRID3
* xyz 0 5
Cr -0.2579 -0.2194 0.6079
O -1.6244 4.0716 -0.1514
C -0.3868 4.5207 -0.4931
C -0.2283 5.8960 -0.6393
C 0.9969 6.4158 -1.0098
C 2.0815 5.5760 -1.2431
C 1.9201 4.2115 -1.0969
C 0.6948 3.6619 -0.7199
C 0.5552 2.1898 -0.5661
O -0.4145 1.7671 0.2250
N 1.3753 1.4199 -1.2021
N 1.0798 0.0739 -0.9063
C 1.7389 -0.8188 -1.5530
C 1.4808 -2.2361 -1.4444
C 2.3881 -3.1035 -2.0764
C 2.2084 -4.4648 -2.0757
C 1.0717 -4.9818 -1.4378
C 0.1588 -4.1618 -0.8235
C 0.3236 -2.7555 -0.7930
O -0.5799 -2.0160 -0.2252
H -1.5624 3.1036 -0.0856
H -1.0849 6.5338 -0.4678
H 1.1073 7.4869 -1.1231
H 3.0390 5.9835 -1.5362
H 2.7413 3.5316 -1.2781
H 2.5174 -0.4821 -2.2366
H 3.2473 -2.6701 -2.5769
H 2.9168 -5.1204 -2.5620
H 0.9051 -6.0528 -1.4339
H -0.7221 -4.5636 -0.3401
C 0.7408 -2.2433 5.1699
N 0.1120 -1.0431 4.6285
C -0.2962 -0.0108 5.4104
C -0.8189 1.1254 4.9033
C -0.9519 1.1901 3.4725
N -0.6167 0.1563 2.7179
C 0.0313 -0.9410 3.2400
O 0.5128 -1.7865 2.5065
N -1.4476 2.2774 2.8701
H 0.6354 -2.2254 6.2517
H 1.7933 -2.2730 4.8939
H 0.2522 -3.1251 4.7628
H -0.1665 -0.1528 6.4754
H -1.1215 1.9426 5.5369
H -1.5878 3.1203 3.3977
H -1.2615 2.3671 1.8720
*
```

Properties
Strongest force on any atom in eV/Å: 1.01
Expectation value of S²: 6.015
Calculated total energy in Eh: -2353.55841

Listed below, in e, are the Mulliken charges computed for each atom: 0.55, -0.71, 0.37, -0.65, -0.29, -0.78, -0.54, 0.50, 1.08, -1.03, -0.94, 0.19, -0.22, 0.32, -0.68, -0.65, -0.39, -0.49, 0.80, -0.72, 0.40, 0.43, 0.37, 0.39, 0.44, 0.33, 0.32, 0.40, 0.36, 0.40, -0.89, 0.12, 0.05, -0.99, 0.76, -0.26, 0.45, -0.58, -0.33, 0.30, 0.31, 0.30, 0.33, 0.34, 0.25, 0.30